C33H25Cl2IN2O5PV | the ωB97M-V functional and the def2-TZVPD basis

XYZ file:
```
70
Properties=species:S:1:pos:R:3
V -0.02310 -1.30996 1.23933
N 2.05210 -1.28738 0.53279
C 2.87996 -0.58573 1.54674
C 2.06959 0.37238 2.41904
O 2.67197 1.11286 3.20115
N 0.75708 0.26313 2.24627
C -0.11274 0.86739 3.22944
C -1.51755 0.28049 3.07685
O -2.45496 0.74540 3.70218
O -1.60487 -0.70865 2.23479
H 2.37247 -2.24315 0.42034
H 2.14250 -0.82539 -0.36671
H 3.71018 -0.04625 1.08759
H 3.28440 -1.32879 2.23372
H -0.18316 1.95960 3.15162
H 0.23927 0.65833 4.24490
I -0.58943 -2.10741 -2.24927
C -0.52159 -0.84268 -3.90180
C -0.35455 -1.44469 -5.12107
C -0.38733 -0.70850 -6.31558
C -0.61639 0.63074 -6.25329
C -0.77225 1.28754 -5.00786
C -0.99762 2.68040 -5.02428
C -1.12516 3.36626 -3.85857
C -0.98850 2.67905 -2.64429
C -0.77032 1.32212 -2.54458
P -0.39818 0.82439 -0.73783
C 1.22059 1.70263 -0.68384
C 1.68351 2.43265 0.40938
C 2.98712 2.91101 0.44400
C 3.85637 2.65788 -0.60512
C 3.41239 1.92795 -1.70012
C 2.10748 1.46200 -1.74072
C -1.62607 1.85466 0.13851
C -1.42052 3.13215 0.65553
C -2.44176 3.79142 1.32385
C -3.67889 3.18514 1.47496
C -3.89460 1.91614 0.96088
C -2.87265 1.25110 0.30594
C -0.69571 0.56773 -3.77033
H -0.21577 -2.51671 -5.16255
H -0.25395 -1.21299 -7.26379
H -0.67698 1.22978 -7.15395
H -1.06257 3.18004 -5.98363
H -1.30181 4.43412 -3.85091
H -1.04022 3.26893 -1.74368
H 1.04430 2.60448 1.26201
H 3.32551 3.44828 1.31972
H 4.87607 3.02009 -0.56719
H 4.08115 1.71982 -2.52633
H 1.77765 0.90096 -2.60799
H -0.45968 3.62000 0.55003
H -2.26126 4.77431 1.74111
H -4.46651 3.68843 2.02067
H -4.84478 1.42237 1.11076
H -3.02919 0.23912 -0.04497
Cl -0.85867 -7.96094 4.20977
C -0.40085 -6.34271 3.72183
C 0.53380 -5.65010 4.48289
C 0.88319 -4.37172 4.08548
Cl 2.05887 -3.49735 5.02395
C 0.34212 -3.72840 2.95500
O 0.70781 -2.52269 2.65320
C -0.59919 -4.49001 2.17886
C -1.15568 -3.98396 0.98187
O -0.87608 -2.83489 0.43212
C -0.95816 -5.78968 2.59828
H 0.97811 -6.09003 5.36328
H -1.87145 -4.60860 0.44501
H -1.67486 -6.35392 2.01462
```

net charge: -1
DFT total energy: -115972.098 eV
HOMO-LUMO gap (spin up / spin down): 0.1796 / 0.2539 Ha
E_HOMO (spin up / spin down): -3.02 / -5.04 eV
relative energy (zero: lowest compared OMol25 entry of this formula, charge and spin): 0.0 kcal per mole
spin multiplicity: 4

What are the natural (NBO) partial charges on each atom? They are as follows, in elementary charge units:
1. V 1.479
2. N -0.848
3. C -0.307
4. C 0.659
5. O -0.701
6. N -0.756
7. C -0.340
8. C 0.792
9. O -0.664
10. O -0.789
11. H 0.392
12. H 0.390
13. H 0.204
14. H 0.235
15. H 0.199
16. H 0.226
17. I 0.294
18. C -0.185
19. C -0.249
20. C -0.203
21. C -0.193
22. C -0.077
23. C -0.166
24. C -0.215
25. C -0.185
26. C -0.289
27. P 0.904
28. C -0.330
29. C -0.229
30. C -0.134
31. C -0.239
32. C -0.220
33. C -0.240
34. C -0.386
35. C -0.221
36. C -0.204
37. C -0.188
38. C -0.204
39. C -0.108
40. C -0.010
41. H 0.222
42. H 0.211
43. H 0.206
44. H 0.205
45. H 0.213
46. H 0.225
47. H 0.238
48. H 0.219
49. H 0.209
50. H 0.209
51. H 0.217
52. H 0.218
53. H 0.207
54. H 0.209
55. H 0.216
56. H 0.218
57. Cl -0.053
58. C -0.068
59. C -0.293
60. C -0.013
61. Cl -0.025
62. C 0.301
63. O -0.770
64. C -0.201
65. C 0.190
66. O -0.766
67. C -0.219
68. H 0.226
69. H 0.143
70. H 0.212